Here is C6H12O in the gas phase in a non-equilibrium geometry from OMol25. Energies are from ωB97M-V with the def2-TZVPD basis set.

Values from the calculation:
- Total energy: -310.9935 hartree
- Gap between HOMO and LUMO: 10.533 eV
- HOMO energy: -0.3481 Ha
- ΔE to the lowest compared entry with this formula, charge and spin: 41.28 kcal/mol
- LUMO level: 1.1 eV
- Charge: 0
- M: 100.161 g mol⁻¹
- F_max: 1.39 eV/A

Each atom is followed by the atoms it is bonded to, with distances in Å.
CARTESIAN COORDINATES (ANGSTROEM)
1 C 0.446 0.800 1.881  C2 1.649, H8 1.099, H9 1.122, H10 1.077
2 C -0.689 -0.214 1.248  C1 1.649, C3 1.572, H11 1.102, H12 1.100
3 C -0.251 -1.140 0.055  C2 1.572, C4 1.550, O7 1.445, H13 1.100
4 C -0.891 -0.803 -1.316  C3 1.550, C5 1.550, H14 1.096, H15 1.096
5 C 0.000 0.363 -1.817  C4 1.550, C6 1.525, H16 1.095, H17 1.090
6 C 1.072 0.416 -0.733  C5 1.525, O7 1.418, H18 1.090, H19 1.083
7 O 1.147 -0.904 -0.220  C3 1.445, C6 1.418
8 H 1.417 0.288 1.925  C1 1.099
9 H 0.719 1.832 1.538  C1 1.122
10 H 0.061 0.975 2.871  C1 1.077
11 H -0.980 -0.859 2.094  C2 1.102
12 H -1.589 0.359 0.979  C2 1.100
13 H -0.335 -2.209 0.300  C3 1.100
14 H -0.778 -1.667 -1.982  C4 1.096
15 H -1.957 -0.549 -1.291  C4 1.096
16 H -0.539 1.314 -1.868  C5 1.095
17 H 0.424 0.143 -2.796  C5 1.090
18 H 2.054 0.839 -0.941  C6 1.090
19 H 0.669 1.016 0.074  C6 1.083